1.
ORCA calculation (ωB97M-V/def2-TZVPD) on CH2N2O3S in the gas phase in a non-equilibrium geometry.

Last column: Mulliken charge in e.
Atoms and positions in Å:
1 C -0.9923 1.0729 0.0529  0.48
2 N -0.0370 0.2672 -0.2061  -0.33
3 N -2.2438 -0.2364 0.2064  0.25
4 O -1.3282 2.2021 -0.0131  -0.46
5 O -1.7218 -1.4048 0.0351  -0.58
6 O -4.6228 -0.6905 -0.2390  -0.47
7 S -3.6892 0.3448 0.1290  0.49
8 H -0.4183 -0.8194 -0.0089  0.37
9 H 0.9468 0.5571 -0.4726  0.23

Atomic forces in eV per Å
-0.8863 -0.3862 -1.0738
2.7019 -1.4162 0.2190
2.0242 0.9061 0.0277
-0.1661 0.0777 0.6538
-1.2856 0.6858 0.3714
-0.9625 -0.1657 0.1031
0.2015 -0.8025 -0.2955
0.4636 1.4399 -0.6708
-2.0908 -0.3390 0.6649

The calculation puts the relative energy (zero: lowest compared OMol25 entry of this formula, charge and spin) at 247.4 kJ/mol. As for the charge: 0. The LUMO energy (alpha / beta) comes out at -0.9 / -0.9 eV. Its frontier orbital gap (alpha / beta) is 8.8 / 8.8 eV. As for the spin multiplicity: 1.

---

2.
ORCA calculation (ωB97M-V/def2-TZVPD) on a molecular structure, C8H6Cl2N2O3RuV in a non-equilibrium geometry.

Last column: Mulliken charge in e.
Atoms and positions in Å:
1 Ru -0.4019 0.0326 -3.7187  0.71
2 V 0.3297 0.9976 -1.9110  0.48
3 Cl -1.7256 1.8811 -2.3932  -0.21
4 Cl 2.2606 -0.1453 -2.1713  -0.28
5 C -0.6963 -0.6909 -1.7824  0.54
6 C -0.2695 1.3591 -5.0312  0.35
7 C 0.7629 -1.1325 -4.5698  0.24
8 O -1.1860 -1.4309 -1.0123  -0.06
9 O -0.1959 2.1952 -5.8386  0.00
10 O 1.4921 -1.7850 -5.1995  -0.02
11 N 1.6026 0.1150 0.8560  0.08
12 C 1.1156 1.3665 0.9915  1.01
13 C 1.1653 2.0663 2.2179  -0.60
14 C 0.5446 3.3122 2.2991  -0.10
15 C -0.0236 3.8741 1.1378  -0.74
16 C 0.0619 3.1900 -0.0618  0.14
17 N 0.5858 1.9365 -0.1245  0.04
18 H 1.8468 -0.2494 -0.0816  -0.06
19 H 2.0802 -0.2961 1.6545  0.37
20 H 1.6576 1.5713 3.0565  0.47
21 H 0.5238 3.8647 3.2388  0.56
22 H -0.5420 4.8279 1.1636  0.50
23 H -0.2877 3.5903 -1.0078  0.58

Atomic forces in eV per Å
-5.8903 -2.3619 -1.3002
3.3740 3.1581 4.4400
0.2361 -0.5366 -1.0160
-0.0852 0.3040 -0.4129
-2.6559 -5.0935 3.5674
1.1284 6.4806 -7.8147
5.7188 -5.1000 -5.1941
1.8152 2.7713 -2.7751
-0.4761 -4.0904 4.1909
-3.6172 3.0609 3.2544
0.1377 2.2202 0.8138
0.8594 -2.1659 -0.3646
1.0057 -2.5353 0.6067
-0.2284 1.5715 1.4980
-0.9214 1.3602 -0.8158
0.7947 -1.3203 -0.5432
-0.7835 2.2174 0.8328
-0.2520 -0.2710 -0.0151
0.0564 -0.5103 0.2695
-0.0714 0.3516 0.2362
0.0254 0.0418 0.1541
-0.0153 0.1658 0.1599
-0.1551 0.2817 0.2280

The calculation puts the relative energy (zero: lowest compared OMol25 entry of this formula, charge and spin) at 23.9 kJ/mol. As for the charge: +4. Its expectation value of S² is 15.83. The LUMO energy (alpha / beta) comes out at -17.2 / -21.4 eV. Its frontier orbital gap (alpha / beta) is 6.8 / 4.4 eV. As for the spin multiplicity: 8.

---

3.
ORCA calculation (ωB97M-V/def2-TZVPD) on a molecular structure, C15H17ClN2OS in a non-equilibrium geometry.

Last column: Mulliken charge in e.
Atoms and positions in Å:
1 Cl 2.3059 0.8140 1.3063  -0.23
2 C 1.0212 -0.0263 0.4642  -0.25
3 C -0.3446 0.0517 0.8462  -0.21
4 C -1.2179 -0.6205 0.2409  0.90
5 C -0.7619 -1.3000 -0.8983  -1.04
6 C 0.5386 -1.6386 -1.1921  -0.02
7 C 1.6243 -0.9986 -0.4597  0.00
8 N 2.8432 -0.9845 -1.1737  0.03
9 C 3.1408 -1.3441 -2.5450  -0.92
10 H 3.9804 -0.6966 -2.7242  0.41
11 C 3.3339 -3.0262 -2.6968  -0.29
12 H 2.9633 -3.3247 -3.6681  0.34
13 O 2.9890 -3.4017 -1.5585  -0.47
14 C 3.4368 -3.3277 -0.3119  -0.67
15 C 3.7605 -1.6738 -0.2872  -0.52
16 H 4.8203 -1.5504 -0.3676  0.44
17 H 3.6503 -1.3247 0.9754  0.18
18 H 2.8840 -3.6512 0.5413  0.32
19 H 4.3259 -3.7795 -0.2996  0.54
20 H 4.4817 -3.1218 -2.6170  0.30
21 H 2.3066 -1.0108 -3.1381  0.45
22 H 0.6919 -2.5183 -2.0050  0.09
23 H -1.7103 -2.1619 -1.3500  0.00
24 N -2.4990 -0.7955 0.7880  -0.46
25 H -3.2549 -0.9785 -0.2980  0.35
26 C -3.0976 0.4247 1.5359  -1.65
27 C -3.0336 1.8669 0.9545  0.84
28 C -2.7057 2.1043 -0.3645  -0.31
29 C -2.8391 3.4470 -0.4840  -0.53
30 C -3.7326 4.0886 0.4423  -0.31
31 S -4.1709 2.9290 1.5367  -0.24
32 H -4.0816 5.1265 0.2797  0.39
33 H -2.6154 4.0201 -1.4422  0.29
34 H -1.8449 1.6617 -0.8751  0.19
35 H -3.9392 0.0955 1.9098  0.87
36 H -2.5321 0.3315 2.3760  0.60
37 H -0.3787 0.7705 1.5423  0.58

Atomic forces in eV per Å
-0.7517 0.7786 0.3197
3.1551 -2.4539 -1.3275
8.3965 2.6131 1.1879
-4.3783 -3.4832 -3.1922
-3.8538 -5.1498 -1.1148
0.2488 -1.1691 -0.7065
-5.3259 1.2607 -3.2725
1.7851 -0.4601 3.8626
-1.1502 -0.8980 -0.3953
0.7364 -0.2587 -0.8084
6.6425 6.8133 -2.2808
-0.7713 -0.9931 0.4133
-8.5734 -6.7214 3.0002
1.1275 6.2762 0.0088
-0.2284 -1.3673 5.8695
0.6291 0.4452 -1.0737
-0.0405 -0.7499 -3.8864
-1.4589 -0.3515 -0.2483
4.0150 -2.0206 0.6009
-0.7002 0.0166 -1.6912
-0.2805 0.1725 -0.4964
-0.0932 2.5404 2.0221
2.9591 2.9467 1.0221
-4.7065 1.2102 -5.0327
2.8106 0.6003 4.3140
4.7264 0.2889 -3.5027
-1.9077 -5.5700 -0.4974
3.4129 0.0880 1.8691
-2.9743 5.3914 -2.5344
1.8004 0.3410 -3.2444
-0.3373 0.7478 2.0249
0.0698 -1.0215 0.6421
0.1386 -0.7452 1.4593
-0.8494 -0.6217 -0.0785
-5.0782 -1.2598 1.0711
2.1124 0.5266 2.7232
-1.3066 2.2374 2.9732

The calculation puts the relative energy (zero: lowest compared OMol25 entry of this formula, charge and spin) at 1143.3 kJ/mol. As for the charge: 0. The LUMO energy comes out at 0.6 eV. Its frontier orbital gap is 8.1 eV. As for the spin multiplicity: 1.

---

4.
ORCA calculation (ωB97M-V/def2-TZVPD) on 9 unconnected molecules or ions with the total composition C48H88N16O4S in a non-equilibrium geometry.

Last column: Mulliken charge in e.
Atoms and positions in Å:
1 S -0.1585 0.3746 0.1308  0.54
2 O 0.0351 0.8686 -1.2446  -0.25
3 O 1.1875 0.0212 0.5391  -0.43
4 O -0.7118 1.5210 0.8638  -0.69
5 O -1.0308 -0.7975 0.1648  -0.52
6 C 4.2898 -0.0606 -1.1986  -1.02
7 C 4.7199 1.3756 -1.6101  -0.37
8 N 3.9164 1.7789 -2.7454  0.41
9 C 4.5201 1.8870 -3.9745  -0.17
10 C 3.5734 2.1903 -4.8719  -0.86
11 N 2.3225 1.9926 -4.2565  0.34
12 C 2.5584 1.7678 -2.9269  -0.27
13 C 1.0160 2.2525 -4.8833  -0.73
14 H 5.0466 -0.3396 -0.4654  0.63
15 H 4.4302 -0.7349 -2.0434  0.27
16 H 3.2414 -0.0259 -0.9022  0.35
17 H 5.7714 1.5632 -1.8275  0.53
18 H 4.5571 2.0247 -0.7498  -0.40
19 H 5.5976 1.8805 -4.0476  0.53
20 H 3.6410 2.2371 -5.9488  0.47
21 H 1.8110 1.7784 -2.1474  0.18
22 H 0.8571 1.4996 -5.6553  0.33
23 H 1.1322 3.2742 -5.2450  0.46
24 H 0.2363 2.1860 -4.1246  0.02
25 C -4.2753 3.2453 1.4990  -0.98
26 C -2.8616 3.9277 1.5462  -0.02
27 N -2.8315 5.2680 2.0121  0.40
28 C -2.9016 5.6403 3.3707  -0.40
29 C -2.7368 7.0431 3.4126  -0.43
30 N -2.9699 7.5708 2.1158  0.14
31 C -2.9244 6.4365 1.2607  -0.37
32 C -2.8737 8.9847 1.9173  -0.71
33 H -4.9507 3.7892 0.8386  0.41
34 H -4.5621 3.5617 2.5019  0.47
35 H -4.2565 2.2107 1.1562  0.06
36 H -2.2512 3.8763 0.6446  -0.07
37 H -2.3144 3.3945 2.3237  0.23
38 H -2.9303 4.9381 4.1907  0.46
39 H -2.5578 7.6669 4.2760  0.43
40 H -2.8790 6.4114 0.1819  0.50
41 H -3.6990 9.3824 1.3268  0.34
42 H -2.0031 9.1754 1.2898  0.37
43 H -2.7274 9.4466 2.8937  0.26
44 C -5.8782 0.1179 6.4670  -1.10
45 C -5.0216 -1.0246 6.1707  -0.51
46 N -4.2074 -0.7529 4.9902  0.20
47 C -2.8824 -0.2762 4.8982  -1.09
48 C -2.6223 0.0069 3.5283  -0.32
49 N -3.7041 -0.5276 2.7986  0.69
50 C -4.6512 -0.8258 3.6760  -0.21
51 C -3.7598 -0.4310 1.3293  -0.65
52 H -6.6756 -0.1604 7.1561  0.40
53 H -6.3449 0.5419 5.5779  0.33
54 H -5.3314 0.8465 7.0655  0.31
55 H -5.7260 -1.8283 5.9561  0.29
56 H -4.4397 -1.3571 7.0303  0.37
57 H -2.5179 -0.0729 5.8943  0.58
58 H -1.8234 0.6037 3.1137  0.56
59 H -5.6275 -1.1098 3.3118  0.54
60 H -4.7981 -0.3722 1.0028  0.57
61 H -3.3804 -1.3176 0.8213  0.10
62 H -3.1980 0.4179 0.9396  -0.19
63 C 4.6905 0.9474 2.7215  -0.90
64 C 3.8876 2.1451 3.1056  -0.49
65 N 3.4477 2.9969 2.0226  0.40
66 C 4.2369 3.8567 1.2033  -0.87
67 C 3.3749 4.5157 0.4041  -0.32
68 N 2.0876 3.9502 0.4773  0.22
69 C 2.1737 2.9876 1.4898  -0.58
70 C 0.9001 4.2472 -0.3335  -0.17
71 H 5.6687 1.4282 2.7345  0.43
72 H 4.4310 0.5238 1.7514  0.01
73 H 4.9013 0.1911 3.4776  0.42
74 H 4.4075 2.7834 3.8199  0.49
75 H 3.1513 1.6128 3.7077  0.05
76 H 5.3033 3.8917 1.3708  0.54
77 H 3.4056 5.2923 -0.3458  0.56
78 H 1.3228 2.3700 1.7367  0.67
79 H 0.6780 3.5001 -1.0954  0.06
80 H 1.0422 5.2775 -0.6599  0.48
81 H 0.0120 4.2827 0.2975  -0.11
82 C 0.7809 -1.6178 -4.1784  -0.65
83 C 2.2687 -1.7176 -4.3691  0.41
84 N 2.8232 -3.1031 -4.3899  0.29
85 C 3.9951 -3.5433 -4.9682  -0.44
86 C 4.1102 -4.9145 -4.7142  -0.47
87 N 2.9060 -5.3440 -4.2936  0.18
88 C 2.1551 -4.2626 -4.0015  -0.46
89 C 2.5726 -6.7002 -4.0038  -0.79
90 H 0.3279 -1.2896 -5.1139  0.48
91 H 0.5633 -0.7652 -3.5351  -0.12
92 H 0.2162 -2.4568 -3.7721  -0.07
93 H 2.8354 -1.2919 -3.5410  -0.38
94 H 2.5987 -1.2382 -5.2907  0.46
95 H 4.7133 -2.8166 -5.3183  0.45
96 H 4.9187 -5.6079 -4.8932  0.53
97 H 1.0911 -4.3970 -3.8747  0.47
98 H 3.1623 -7.2829 -4.7114  0.34
99 H 1.5046 -6.8806 -4.1264  0.30
100 H 3.0024 -6.8603 -3.0150  0.35
101 C -4.2845 -2.2242 -4.1330  -1.00
102 C -3.5591 -1.0459 -4.8671  -0.25
103 N -3.2705 0.0826 -3.8927  0.17
104 C -2.6598 0.0534 -2.6587  -0.64
105 C -2.4049 1.4164 -2.3313  -0.52
106 N -2.8499 2.3087 -3.2974  0.34
107 C -3.4669 1.4605 -4.1797  -0.57
108 C -2.6158 3.7527 -3.4202  -0.71
109 H -4.8978 -2.7984 -4.8275  0.42
110 H -4.9692 -1.9224 -3.3404  0.34
111 H -3.5237 -2.8301 -3.6410  0.14
112 H -4.1686 -0.4470 -5.5437  0.36
113 H -2.7235 -1.4317 -5.4510  0.26
114 H -2.4270 -0.8154 -2.0610  0.61
115 H -1.9091 1.8923 -1.4981  0.64
116 H -3.9166 1.8578 -5.0776  0.45
117 H -3.5527 4.2677 -3.6329  0.41
118 H -1.8707 4.0010 -4.1761  0.33
119 H -2.2741 4.1782 -2.4766  0.14
120 C 1.4250 -0.6973 5.5090  -0.89
121 C 1.8919 -2.0810 4.9239  -0.40
122 N 0.8097 -2.6197 4.0567  0.25
123 C 0.3187 -1.9749 2.9279  -0.51
124 C -0.7868 -2.6868 2.5030  -0.43
125 N -0.9327 -3.8624 3.2233  0.26
126 C 0.0358 -3.7982 4.2061  -0.51
127 C -1.7773 -5.0084 2.9826  -0.82
128 H 1.3488 0.1093 4.7798  0.10
129 H 2.0939 -0.3526 6.2976  0.44
130 H 0.4358 -0.7041 5.9667  0.28
131 H 2.0664 -2.7345 5.7786  0.44
132 H 2.8271 -1.9326 4.3839  0.21
133 H 0.6527 -1.0609 2.4595  0.43
134 H -1.5611 -2.4731 1.7811  0.54
135 H 0.2451 -4.6962 4.7685  0.45
136 H -2.7319 -4.7475 2.5257  0.31
137 H -1.8453 -5.6528 3.8590  0.38
138 H -1.2459 -5.6346 2.2659  0.33
139 C 4.4136 -3.8824 -0.8941  -0.70
140 C 3.5262 -3.8230 0.3882  -0.50
141 N 2.2200 -4.2031 -0.1057  0.61
142 C 1.7568 -5.5193 -0.2160  -0.84
143 C 0.4152 -5.5104 -0.7099  -0.63
144 N 0.0261 -4.1648 -0.9074  0.74
145 C 1.1463 -3.4312 -0.5031  -1.00
146 C -1.2143 -3.7111 -1.3348  0.30
147 H 5.4920 -3.7247 -0.9072  0.47
148 H 3.8870 -3.2386 -1.5986  -0.09
149 H 4.3635 -4.8891 -1.3092  0.29
150 H 3.5145 -2.8076 0.7842  0.12
151 H 3.9667 -4.4853 1.1335  0.50
152 H 2.3843 -6.3056 0.1770  0.67
153 H -0.3380 -6.2669 -0.8734  0.69
154 H 1.2043 -2.3577 -0.4000  0.57
155 H -1.6755 -2.9927 -0.6571  -0.29
156 H -2.0127 -4.3998 -1.6110  0.59
157 H -1.1335 -3.1081 -2.2392  -0.42

Atomic forces in eV per Å
0.6418 1.4521 -2.1786
-0.1831 0.1066 -1.8661
1.8752 -1.0008 2.1602
-0.6247 0.2254 1.5904
-0.8437 -0.8721 0.1768
1.4407 1.0367 -0.6995
-0.8508 -0.5517 1.3727
-1.2413 -0.4514 -1.1409
0.4054 1.2029 0.5401
-1.5075 -1.5988 -1.0778
1.5451 0.2012 2.0371
1.4163 0.9885 -1.2154
0.7901 0.1188 0.4069
-0.6073 -0.4234 0.4927
-0.0502 -0.0400 -0.0997
0.1408 -0.2783 0.5205
-0.0858 -0.5655 -0.4015
-0.4286 0.2033 -0.0971
-0.1205 -0.0202 -0.1912
0.0421 0.3854 0.0679
-0.2830 -0.5504 0.1403
-0.1009 0.3713 -0.1495
-0.6479 -0.1891 -0.4553
0.1023 -0.0277 0.0055
0.9779 2.4480 -0.2701
0.2101 -2.0709 -0.5354
-1.6811 4.6686 0.7614
1.5913 2.4649 -1.1618
-1.9443 -2.1444 -1.1330
1.5880 -5.6705 0.8101
0.0314 0.6048 2.5656
0.6513 1.0391 -1.5198
0.0508 0.0355 -0.1719
-0.9611 -1.3319 0.1933
0.1027 0.1227 0.7997
-0.2151 -0.1777 -0.1200
0.2827 -0.2767 -0.3159
0.1858 -0.0208 -0.2109
-0.3496 0.1027 -0.1209
-0.2444 0.3684 0.1150
-0.3232 -0.0561 0.5617
0.2150 0.1718 0.2171
-0.3417 0.1303 -0.3134
-0.8025 1.8213 1.5510
-0.7199 -1.5472 -0.1008
1.1635 -0.0882 -4.4875
-2.0275 0.5813 -1.4848
-0.4565 -1.3335 2.8851
1.6519 2.2451 1.1464
-0.2849 -1.0313 1.4645
-0.9903 -0.4253 -0.4620
-0.1276 -0.2766 -0.1738
0.0952 0.1329 0.0986
0.0085 0.5498 -0.4765
0.5409 -0.4861 -0.4218
0.4087 0.1507 -0.3228
1.0307 0.3186 -0.4599
0.0873 -0.4895 -0.4272
-0.1368 -0.2443 0.5253
-0.1171 0.2603 0.2677
0.3251 -0.0282 0.5054
0.1173 -0.1128 0.4802
2.9008 0.8166 -0.7152
-0.6495 -0.9196 2.0338
-2.8342 -0.1110 -2.9164
-0.8202 -0.4372 1.7591
-1.5542 -0.0770 -1.8157
1.6741 -2.6763 3.3025
1.2779 2.0219 -1.0530
-0.0822 0.7343 0.8041
0.7913 -0.7521 -1.1847
0.0008 -0.0183 0.1581
-0.9913 -0.0023 0.2008
0.1691 -0.0629 -0.1192
-1.5207 1.3923 -0.3870
-0.1254 0.4764 -0.0348
0.9969 0.0790 0.1821
0.0703 -0.1924 0.2854
0.4760 0.1074 -0.1013
-0.0240 -0.2369 -0.6230
0.2050 -0.2175 0.2813
-0.7849 1.1909 -0.2999
1.3090 -0.9461 0.5138
-1.5780 -3.3006 -0.6694
0.6843 -0.3872 1.7069
0.4172 1.4758 -1.7126
-0.4332 3.0045 0.8905
0.2212 0.6585 -1.3774
0.7868 -0.8075 0.0843
-0.1639 -0.5872 -0.2055
0.1135 -0.0367 0.4789
0.4275 -0.0905 -0.1308
-0.2707 0.4958 0.0202
-0.0439 -0.0669 0.0396
0.1190 -0.2797 -0.0931
0.0118 0.1722 -0.2366
0.1261 0.4294 0.4026
-0.3979 -0.3655 0.0530
0.2204 -0.0825 0.2426
-0.6151 -0.6545 0.1316
0.3207 0.8942 -0.2461
-1.9368 0.7112 1.0660
0.3592 3.3990 0.0643
0.5363 3.4105 0.1243
0.3599 -0.5110 0.7864
-1.1345 -4.6562 -0.6043
1.0262 -0.9432 -0.9906
-0.4885 0.3805 0.2759
0.4100 -0.1597 -0.0931
0.0056 0.4868 -0.1499
-0.0519 -0.3447 -0.2513
-0.4406 -0.9218 -0.4249
0.4743 0.5120 0.5054
0.0842 0.1053 -0.2172
0.0700 -0.7482 0.2052
-0.1045 -0.4314 -0.1641
0.0237 -0.1773 -0.2671
-0.1575 -0.3317 -0.1043
0.0590 -0.4874 0.1291
0.0160 -0.1739 -0.0852
-0.9407 1.4334 1.0565
-1.6665 -2.6279 -0.8748
-1.7894 -1.0426 0.3130
-0.1967 -0.5819 -0.4213
3.0851 2.5090 2.5717
0.3761 1.2653 -1.7220
0.3668 -1.0070 -0.7316
0.3122 -0.1732 -0.3843
0.2200 -0.2015 -0.1149
-0.0383 -0.6056 0.0537
-0.1011 -0.3010 -0.3501
-0.2334 -0.3378 -0.2757
0.3612 0.1667 0.3056
0.5684 0.3328 -0.2629
0.2668 0.4636 0.6455
0.0122 0.1651 0.4858
-0.4154 0.4808 0.1776
-0.0736 -0.0351 -0.2485
-0.4990 -0.4120 -0.3719
2.1512 0.6916 -1.2643
-5.1486 -1.1420 -0.5524
-2.1036 0.3673 -0.5716
2.0177 1.1046 0.8332
6.0260 -1.8014 2.4422
0.1417 -0.1015 0.0908
-2.7859 2.4582 -1.3344
-0.1719 0.6597 0.7918
0.4558 0.1975 -0.3223
-0.3204 -0.2225 0.0403
-0.3150 -0.0700 0.0110
-0.7972 -0.2468 0.1246
-0.2431 -0.2822 -0.3357
0.4263 -0.3062 0.0052
-0.3878 0.3422 -0.2270
0.3313 -0.0920 0.4698
0.7389 -0.9584 0.4650
0.4116 0.0241 -0.1685

The calculation puts the relative energy (zero: lowest compared OMol25 entry of this formula, charge and spin) at 750.9 kJ/mol. As for the charge: +6. The LUMO energy comes out at -11.7 eV. Its frontier orbital gap is 8.3 eV. As for the spin multiplicity: 1.